Record 1
{"formula": "CH4IN2", "method": "wB97M-V/def2-TZVPD", "symbols": ["C", "N", "N", "I", "H", "H", "H", "H"], "xyz": [[-0.2129, 0.2001, 0.3883], [0.6504, 0.8964, -0.2999], [-0.7040, -0.9636, 0.2116], [1.4426, 0.3656, -2.0991], [-0.2198, 0.4521, 1.5805], [0.9810, 1.7543, 0.0332], [-1.2985, -1.3637, 1.0167], [-0.6388, -1.3412, -0.8312]], "mulliken_charge": [0.32, -0.43, -0.32, 0.35, 0.21, 0.30, 0.32, 0.25], "spin_multiplicity": 3, "total_charge": 1, "homo_ha": [-0.425, -0.553], "s_squared": 2.005, "e_above_lowest_kj_mol": 145.46}

=====

Record 2
{"formula": "C21H74N28O15", "method": "wB97M-V/def2-TZVPD", "symbols": ["C", "O", "N", "N", "H", "H", "H", "H", "C", "O", "N", "N", "H", "H", "H", "H", "C", "O", "N", "N", "H", "H", "H", "H", "C", "O", "N", "N", "H", "H", "H", "H", "C", "O", "N", "N", "H", "H", "H", "H", "C", "O", "N", "N", "H", "H", "H", "H", "C", "O", "N", "N", "H", "H", "H", "H", "C", "O", "N", "N", "H", "H", "H", "H", "C", "O", "N", "N", "H", "H", "H", "H", "C", "O", "N", "N", "H", "H", "H", "H", "C", "O", "N", "N", "H", "H", "H", "H", "C", "O", "N", "N", "H", "H", "H", "H", "C", "O", "N", "N", "H", "H", "H", "H", "C", "C", "C", "O", "C", "N", "H", "H", "H", "H", "H", "H", "H", "H", "H", "H", "H", "C", "C", "C", "O", "C", "N", "H", "H", "H", "H", "H", "H", "H", "H", "H", "H", "H"], "xyz": [[0.7252, 6.2948, -0.6545], [0.3845, 6.3321, 0.5399], [0.1657, 7.1117, -1.5636], [1.7276, 5.4846, -1.0952], [-0.5093, 7.7975, -1.2782], [0.4503, 7.1213, -2.5267], [2.0760, 4.7882, -0.4573], [1.8576, 5.3911, -2.0844], [3.9466, 1.4599, -2.3984], [4.2099, 1.7997, -3.5516], [2.7586, 0.9046, -2.0375], [4.7708, 1.6970, -1.3365], [2.0515, 0.8335, -2.7547], [2.5110, 0.6509, -1.0995], [4.4222, 1.4863, -0.4009], [5.6680, 2.0994, -1.5244], [3.6174, 0.7795, 1.9991], [4.3648, 0.4046, 1.0883], [2.3232, 0.4081, 2.1569], [4.1400, 1.4021, 3.1130], [2.1007, 0.1699, 3.1142], [1.8985, -0.1672, 1.4397], [4.9512, 1.9887, 3.0281], [3.4916, 1.7664, 3.7948], [-0.4810, -2.3351, -3.6826], [-0.7771, -3.3250, -2.9848], [-1.4645, -1.4542, -3.9874], [0.7839, -1.9424, -3.9312], [-2.3097, -1.6025, -3.4471], [-1.3422, -0.5254, -4.3507], [1.5012, -2.4831, -3.4559], [0.9329, -0.9526, -4.1172], [-2.7895, 4.7786, 1.1674], [-3.6632, 4.0946, 1.7110], [-2.3543, 4.6635, -0.1190], [-2.1113, 5.7182, 1.8770], [-2.7005, 3.9625, -0.7446], [-1.4420, 5.0569, -0.2657], [-2.5194, 5.8258, 2.7902], [-1.3505, 6.2729, 1.5168], [0.1849, -6.6021, -1.3190], [0.0931, -7.6286, -0.6606], [0.6856, -6.5734, -2.5944], [-0.2239, -5.3667, -0.9003], [0.9389, -7.4956, -2.9030], [0.5078, -5.7855, -3.1917], [-0.2698, -4.6364, -1.5905], [-0.5632, -5.0669, -0.0043], [-4.6088, 0.6479, 2.0107], [-4.9429, -0.5018, 2.2870], [-3.7828, 1.3748, 2.8223], [-4.8662, 1.3918, 0.9017], [-3.7033, 2.3808, 2.8424], [-3.4147, 0.8660, 3.6086], [-4.4597, 2.3200, 1.0077], [-5.3641, 1.1696, 0.0613], [1.9645, 4.4700, 3.8946], [1.0590, 4.1538, 4.6558], [3.2948, 4.4171, 4.2358], [1.7333, 4.9599, 2.6438], [3.9617, 4.7749, 3.5815], [3.5071, 4.1405, 5.1742], [0.8096, 5.2358, 2.3638], [2.4722, 5.4175, 2.1411], [0.8425, 0.9874, -5.7328], [1.2743, 0.8344, -4.5878], [0.6198, 2.2131, -6.3008], [0.4535, -0.0503, -6.5198], [0.7639, 3.0120, -5.7195], [0.0795, 2.2225, -7.1430], [0.1560, 0.0100, -7.4727], [0.4623, -0.9493, -6.0627], [3.5571, -3.9544, -2.4403], [3.2718, -3.3098, -3.4400], [4.0950, -5.2076, -2.4892], [3.4514, -3.4284, -1.1780], [4.3326, -5.7335, -1.6687], [4.4142, -5.6114, -3.3493], [3.4073, -4.0133, -0.3631], [2.9500, -2.5573, -1.1552], [-3.5098, -2.4059, -1.0019], [-3.4788, -1.3739, -1.6924], [-3.0523, -3.6313, -1.3731], [-4.0535, -2.4107, 0.2573], [-2.4826, -3.6586, -2.2165], [-3.0594, -4.3587, -0.6882], [-4.3828, -1.5525, 0.6893], [-4.2416, -3.3091, 0.6536], [0.1430, 0.3846, 5.0575], [1.0340, -0.4575, 4.9803], [-0.2591, 0.9134, 6.2465], [-0.5617, 0.8621, 3.9784], [0.2835, 0.7933, 7.0787], [-1.0176, 1.5651, 6.1672], [-1.0076, 1.7601, 4.0165], [-0.4655, 0.4359, 3.0760], [-2.6303, 2.1822, -4.4909], [-2.9831, 2.6636, -5.5697], [-3.0587, 0.9999, -3.9657], [-1.6501, 2.7631, -3.7579], [-3.0861, 0.9165, -2.9623], [-3.6153, 0.4824, -4.6253], [-1.3860, 2.3273, -2.8818], [-1.2231, 3.5663, -4.1722], [-1.6967, -2.6838, 3.1061], [-1.4146, -3.7705, 4.1484], [-0.1462, -4.5739, 3.9098], [0.0790, -4.6923, 2.5200], [1.2860, -5.3084, 2.1724], [-1.5002, -3.2771, 5.5226], [-1.0912, -1.7798, 3.2497], [-2.6823, -2.2355, 3.2756], [-1.6254, -3.0691, 2.0921], [-2.2572, -4.4580, 4.0224], [-0.1673, -5.5675, 4.3711], [0.7391, -4.0870, 4.3493], [1.2478, -5.6458, 1.1389], [1.5167, -6.2036, 2.7634], [2.1068, -4.5887, 2.3089], [-0.6929, -2.7429, 5.8452], [-2.1607, -2.4995, 5.5165], [-0.0385, 2.1331, -0.0108], [-0.5182, 0.9169, -0.8246], [-0.3552, -0.4077, -0.0930], [0.9705, -0.9443, -0.1931], [1.1715, -2.1174, 0.5400], [-1.9314, 1.1949, -1.1564], [-0.3325, 2.0489, 1.0330], [-0.3562, 3.0623, -0.4758], [1.0522, 2.1492, -0.0996], [-0.0062, 0.7099, -1.7733], [-1.0733, -1.1472, -0.4659], [-0.5301, -0.3427, 0.9912], [2.1381, -2.1184, 1.0504], [1.2227, -3.0013, -0.1062], [0.3864, -2.4263, 1.2410], [-2.3747, 1.4082, -0.2624], [-2.3816, 0.3227, -1.4426]], "mulliken_charge": [0.72, -0.72, -0.42, -0.35, 0.24, 0.15, 0.13, 0.21, 0.42, -0.72, 0.34, -0.27, -0.05, -0.16, 0.17, 0.19, 0.29, -0.77, 0.39, -0.45, 0.28, -0.69, 0.30, 0.16, 0.43, -0.70, -0.25, 0.02, 0.12, 0.18, -0.03, 0.15, 0.61, -0.84, -0.33, -0.30, 0.13, 0.13, 0.20, 0.20, 0.56, -0.71, -0.31, 0.14, 0.23, 0.19, -0.02, 0.05, 0.56, -0.70, -0.23, -0.24, 0.25, 0.14, 0.13, 0.20, 0.66, -0.67, -0.43, -0.15, 0.17, 0.25, 0.08, 0.14, 0.39, -0.68, -0.41, -0.32, 0.19, 0.18, 0.16, 0.24, 0.57, -0.76, -0.36, -0.22, 0.14, 0.24, 0.25, -0.09, 0.60, -0.72, -0.27, -0.25, 0.23, 0.19, -0.01, 0.16, 0.48, -0.70, -0.41, 0.50, 0.26, 0.14, 0.24, -0.57, 0.35, -0.72, -0.19, -0.16, 0.02, 0.18, 0.17, 0.13, -0.36, 0.52, -1.02, -0.11, -0.57, -0.79, -0.29, 0.51, -0.16, 0.20, 0.34, 0.45, -0.05, 0.36, 0.26, 0.27, 0.34, -0.89, 1.61, 1.88, 2.19, -1.09, 0.08, -0.12, 0.20, 0.21, -0.69, -0.82, -1.29, 0.64, -0.26, 0.04, -0.36, 0.20], "homo_ha": -0.330, "e_above_lowest_kj_mol": 0.00}

=====

Record 3
{"formula": "C4H5N2O4P", "method": "wB97M-V/def2-TZVPD", "symbols": ["C", "C", "C", "C", "N", "N", "O", "O", "O", "O", "P", "H", "H", "H", "H", "H"], "xyz": [[2.1565, 1.3075, -3.3744], [3.0377, 1.7287, -2.3684], [1.2214, 0.9891, -1.4577], [0.4331, 0.5768, -0.4158], [0.9918, 0.8892, -2.8283], [2.5183, 1.3764, -1.1886], [-3.5149, -1.3292, 4.2925], [-1.7462, -3.0431, 3.6027], [-3.4621, -2.2334, 1.9158], [-1.4330, -0.6858, 2.8539], [-2.4651, -1.7405, 3.2688], [2.1421, 1.3779, -4.4563], [4.0775, 2.0057, -2.5177], [0.7677, 0.7642, 0.7302], [-0.4941, -0.0062, -0.4986], [-4.2308, -1.9773, 2.4421]], "mulliken_charge": [-0.13, -0.29, 0.53, -0.51, -0.58, -0.47, -0.86, -0.84, -0.60, -0.75, 0.88, 0.38, 0.35, 0.28, 0.35, 0.25], "total_charge": -2, "homo_ha": [0.031, 0.031], "e_above_lowest_kj_mol": 308.74}

=====

Record 4
{"formula": "C2H3FMgORb", "method": "wB97M-V/def2-TZVPD", "symbols": ["H", "C", "C", "O", "Rb", "Mg", "F", "H", "H"], "xyz": [[-0.5817, -2.7147, -0.4663], [-0.9933, -0.4749, 0.0137], [-0.2409, 0.7670, -0.2583], [1.0706, 0.6093, 0.1970], [1.5446, -2.2573, 1.3164], [2.5459, 1.7107, 0.1343], [-2.2779, -0.2204, 0.1827], [-0.7620, 1.6193, 0.2314], [-0.3053, 0.9609, -1.3509]], "mulliken_charge": [-0.05, 0.01, -0.38, -0.56, 0.97, 0.57, -0.13, 0.28, 0.30], "total_charge": 1, "homo_ha": [-0.447, -0.390]}

=====

Record 5
{"formula": "C29H26BrN6O3STl", "method": "wB97M-V/def2-TZVPD", "symbols": ["Tl", "O", "C", "C", "C", "C", "C", "C", "C", "O", "N", "N", "C", "C", "Br", "C", "C", "C", "C", "C", "C", "C", "H", "H", "H", "H", "H", "H", "H", "H", "H", "H", "H", "H", "H", "H", "N", "C", "S", "N", "N", "C", "C", "C", "C", "C", "C", "C", "O", "H", "H", "H", "H", "H", "H", "H", "C", "C", "C", "N", "C", "C", "H", "H", "H", "H", "H"], "xyz": [[0.4179, -0.4278, -0.0942], [-4.6966, -4.4787, 1.2401], [-5.0163, -3.3284, 0.5459], [-6.3420, -3.0328, 0.2458], [-6.6580, -1.8503, -0.4098], [-5.6441, -0.9698, -0.7608], [-4.3231, -1.2989, -0.4821], [-3.9841, -2.4789, 0.1623], [-2.4850, -2.8249, 0.3294], [-1.7131, -2.2189, -0.5137], [-2.1808, -2.5346, 1.8479], [-1.4561, -1.4952, 2.1874], [-0.7694, -1.5109, 3.2716], [0.0501, -0.3983, 3.7131], [-0.1753, 1.2192, 2.7469], [0.8697, -0.5020, 4.7686], [1.8847, 0.4023, 5.3141], [2.6251, 1.3091, 4.5489], [3.6036, 2.0950, 5.1367], [3.8728, 2.0027, 6.4960], [3.1672, 1.0853, 7.2649], [2.1973, 0.2921, 6.6753], [-5.5098, -4.9710, 1.3854], [-7.1271, -3.7286, 0.5336], [-7.6911, -1.6336, -0.6567], [-5.8817, -0.0374, -1.2588], [-3.4967, -0.6613, -0.7779], [-2.4110, -3.9384, 0.3554], [-2.0497, -3.3790, 2.4043], [-0.7137, -2.4210, 3.8808], [0.7727, -1.4402, 5.3122], [2.4824, 1.3601, 3.4798], [4.1795, 2.7667, 4.5130], [4.6363, 2.6247, 6.9484], [3.3800, 0.9811, 8.3232], [1.6579, -0.4337, 7.2756], [5.0978, 2.0260, 1.7082], [3.9806, 1.5328, 1.0071], [3.7300, -0.1738, 1.1281], [3.3344, 2.4637, 0.3777], [2.1292, 2.1306, -0.2253], [1.7785, 3.0338, -1.0616], [0.5529, 3.1549, -1.8518], [0.6043, 4.0761, -2.9036], [-0.4693, 4.3536, -3.7322], [-1.6780, 3.6960, -3.4769], [-1.7815, 2.8042, -2.4352], [-0.6804, 2.4690, -1.5806], [-0.8367, 1.6349, -0.6329], [5.8187, 1.3301, 1.8093], [5.4131, 2.9152, 1.3455], [2.4933, 3.8518, -1.2170], [1.5450, 4.5957, -3.0685], [-0.3757, 5.0603, -4.5482], [-2.5433, 3.8950, -4.1033], [-2.7169, 2.2976, -2.2232], [-0.5487, -3.5393, -4.2922], [0.7685, -3.3466, -3.9021], [1.0830, -2.2037, -3.1834], [0.1814, -1.2780, -2.8673], [-1.0802, -1.4713, -3.2363], [-1.4937, -2.5870, -3.9505], [-0.8362, -4.4278, -4.8419], [1.5357, -4.0741, -4.1352], [2.0920, -2.0194, -2.8271], [-1.7850, -0.7078, -2.9263], [-2.5362, -2.7135, -4.2103]], "mulliken_charge": [0.75, -0.54, 1.02, -0.86, -0.41, -0.89, -0.28, -0.04, -0.32, -0.63, -0.07, -0.11, -0.56, 0.84, -0.07, -0.96, 0.66, -0.02, -0.65, -0.36, -0.50, -0.52, 0.30, 0.19, 0.35, 0.37, 0.64, 0.18, 0.24, 0.20, 0.19, 0.10, 0.40, 0.35, 0.33, 0.31, -0.42, 0.14, -0.51, -0.94, 0.80, -0.84, 0.81, -0.72, -0.61, -0.44, -0.48, 0.16, -0.56, 0.20, 0.25, 0.19, 0.26, 0.35, 0.34, 0.39, -0.20, -0.56, -0.27, -0.20, 0.12, -0.66, 0.35, 0.36, 0.41, 0.26, 0.36], "total_charge": -2, "homo_ha": -0.042, "e_above_lowest_kj_mol": 114.97}

=====

Record 6
{"formula": "C4H13N2O", "method": "wB97M-V/def2-TZVPD", "symbols": ["C", "N", "C", "O", "H", "H", "H", "H", "H", "H", "H", "C", "C", "N", "H", "H", "H", "H", "H", "H"], "xyz": [[2.2654, 1.4128, -1.8587], [2.2426, 0.3230, -0.9319], [0.9286, 0.0547, -0.3594], [0.9535, -0.8000, 0.8626], [1.5553, 1.1389, -2.6380], [3.1970, 1.3652, -2.4384], [1.9401, 2.3692, -1.4807], [2.9538, 0.5728, -0.2559], [0.3854, 0.9665, -0.1239], [0.3114, -0.5586, -1.0855], [1.7066, -1.3951, 0.7281], [-2.6059, 0.3161, 0.7888], [-1.6613, -1.8366, 1.4284], [-1.5696, -0.5561, 1.3439], [-2.4206, 0.6169, -0.2773], [-2.6088, 1.2361, 1.4304], [-3.6056, -0.1710, 0.8471], [-2.6527, -2.2592, 1.1929], [-0.7802, -2.4390, 1.5552], [-0.5349, -0.3567, 1.2723]], "mulliken_charge": [-0.99, -0.34, -0.35, -0.67, 0.35, 0.34, 0.35, 0.26, 0.34, 0.30, 0.35, -0.78, -0.13, 0.02, 0.31, 0.31, 0.37, 0.28, 0.27, 0.41], "total_charge": 1, "homo_ha": -0.470, "e_above_lowest_kj_mol": 334.71}

=====

Record 7
{"formula": "C19H17F2N2", "method": "wB97M-V/def2-TZVPD", "symbols": ["C", "C", "C", "N", "C", "C", "C", "C", "N", "H", "H", "H", "H", "H", "H", "H", "F", "C", "C", "C", "C", "C", "C", "H", "H", "H", "H", "H", "F", "C", "C", "C", "C", "C", "C", "H", "H", "H", "H", "H"], "xyz": [[-1.3209, 5.1901, -0.0783], [-0.7935, 4.2291, -0.5699], [0.1310, 3.2160, -1.2872], [1.0601, 2.5343, -0.2931], [1.5814, 1.4038, -0.7350], [2.5009, 0.7445, 0.1385], [2.7109, 1.4227, 1.3544], [2.0250, 2.6328, 1.6841], [1.1899, 3.1748, 0.8211], [-1.9182, 5.8414, 0.5463], [-0.4713, 2.4908, -1.8522], [0.8106, 3.7904, -1.9462], [1.3495, 0.9985, -1.7286], [2.9970, -0.1899, -0.1413], [3.4123, 1.0171, 2.0960], [2.1833, 3.1527, 2.6368], [2.6890, -1.4940, -1.9937], [2.1297, -2.7341, -1.9560], [2.9516, -3.8421, -1.9642], [2.3809, -5.1063, -1.9205], [0.9990, -5.2433, -1.8797], [0.1868, -4.1175, -1.8768], [0.7555, -2.8519, -1.9098], [4.0261, -3.7146, -2.0046], [3.0135, -5.9841, -1.9191], [0.5556, -6.2303, -1.8500], [-0.8898, -4.2244, -1.8490], [0.1378, -1.9619, -1.8994], [-0.9777, -1.0111, 0.9909], [-2.0117, -0.2591, 1.4283], [-3.0777, -0.8686, 2.0612], [-4.1341, -0.0860, 2.5147], [-4.1150, 1.2904, 2.3167], [-3.0368, 1.8777, 1.6719], [-1.9792, 1.1068, 1.2347], [-3.0782, -1.9424, 2.1977], [-4.9714, -0.5499, 3.0193], [-4.9399, 1.8998, 2.6626], [-3.0193, 2.9481, 1.5104], [-1.1371, 1.5700, 0.7421]], "mulliken_charge": [0.09, -0.75, -0.45, 0.66, 0.17, -0.42, -0.28, -0.40, -0.71, 0.42, 0.40, 0.48, 0.45, 0.51, 0.41, 0.40, -0.32, 0.53, -0.46, -0.40, -0.50, -0.55, -0.18, 0.43, 0.37, 0.38, 0.37, 0.34, -0.24, 0.20, -0.47, -0.46, -0.58, -0.47, 0.37, 0.44, 0.38, 0.39, 0.31, 0.16], "total_charge": 1, "homo_ha": -0.432, "e_above_lowest_kj_mol": 223.72}

=====

Record 8
{"formula": "C4H8N3OS", "method": "wB97M-V/def2-TZVPD", "symbols": ["C", "C", "C", "C", "N", "N", "N", "O", "S", "H", "H", "H", "H", "H", "H", "H", "H"], "xyz": [[0.8428, 0.2371, -1.3066], [-1.2695, 0.3270, 1.5608], [1.3091, -0.1771, 1.1565], [-0.0785, 0.0421, 0.7303], [-2.2856, 0.7472, 0.9099], [-0.1483, 0.7031, -0.5045], [0.7743, 0.2939, -2.6305], [-0.2932, -1.7447, -0.1901], [2.2029, -0.4313, -0.4678], [-1.2452, 0.0634, 2.6761], [1.6375, 0.7882, 1.6826], [1.2982, -1.0688, 1.6439], [-3.1834, 0.9019, 1.4673], [-1.1332, 0.9691, -0.7332], [0.0106, 0.6889, -3.0371], [1.6269, 0.1175, -3.2650], [-0.0655, -2.4574, 0.3074]], "mulliken_charge": [0.67, -0.36, -0.54, 0.42, -0.52, -0.28, -0.35, -0.60, -0.06, 0.35, 0.43, 0.47, 0.30, 0.34, 0.21, 0.26, 0.24], "total_charge": 1, "homo_ha": -0.497, "e_above_lowest_kj_mol": 318.87}

=====

The evaluated largest force on an atom for the records listed, in turn: 7.0, 2.3, 3.9, 1.2, 0.6, 2.7, 3.6, 6.0 eV/A.